The following is a DFT calculation (wB97M-V/def2-TZVPD) of a structure of composition C35H48ClN3O2P2SSe2V in a non-equilibrium geometry.

Output
Relative energy (zero: lowest compared OMol25 entry of this formula, charge and spin)   0.00 kcal/mol
Expectation value of S²   2.05
2S+1   3
HOMO (spin up / spin down)   -9.5921 / -10.0768 eV
Orbital gap (spin up / spin down)   7.2 / 8.0 eV
Net charge   +1

Atoms and positions in Å:
V: 12.028 13.190 9.598
Se: 13.606 15.069 10.055
P: 11.533 15.554 9.623
Se: 12.032 11.480 8.115
C: 11.274 16.494 8.114
C: 10.976 17.831 8.148
C: 10.718 18.509 6.948
C: 10.869 17.862 5.735
C: 11.226 16.511 5.701
C: 11.430 15.854 6.892
C: 10.830 16.591 11.008
C: 9.498 16.953 11.020
C: 8.986 17.626 12.122
C: 9.716 17.800 13.274
C: 11.037 17.467 13.252
C: 11.602 16.876 12.126
H: 10.838 18.427 9.019
H: 10.446 19.590 6.959
H: 10.767 18.374 4.770
H: 11.224 15.908 4.793
H: 11.648 14.814 6.874
H: 8.810 16.810 10.204
H: 7.944 17.980 12.054
H: 9.286 18.334 14.131
H: 11.718 17.705 14.078
H: 12.638 16.622 12.167
O: 14.885 10.078 9.891
S: 13.380 9.476 10.102
C: 13.273 8.473 8.622
C: 13.717 7.046 8.956
C: 14.547 7.056 10.230
C: 13.888 8.085 11.119
H: 13.961 9.037 7.967
H: 12.238 8.541 8.268
H: 14.302 6.752 8.089
H: 12.789 6.450 8.959
H: 15.546 7.407 9.948
H: 14.635 6.091 10.712
H: 14.458 8.500 11.975
H: 12.926 7.713 11.486
Cl: 20.812 12.824 9.970
C: 19.124 12.389 9.917
C: 18.508 12.155 8.688
C: 17.119 11.991 8.630
C: 16.414 11.877 9.822
C: 14.964 11.582 9.838
C: 17.083 11.991 11.029
C: 18.438 12.249 11.122
H: 19.131 12.190 7.815
H: 16.604 11.922 7.676
H: 14.501 11.848 8.910
H: 14.431 11.977 10.705
H: 16.500 11.991 11.954
H: 18.864 12.487 12.089
O: 11.473 12.487 11.306
P: 10.503 11.735 12.165
N: 11.322 10.573 12.961
C: 12.574 10.993 13.653
C: 12.832 9.831 14.624
C: 11.421 9.522 15.129
C: 10.612 9.543 13.826
N: 9.888 12.737 13.233
C: 10.161 14.185 13.302
C: 9.156 14.705 14.346
C: 8.056 13.678 14.247
C: 8.789 12.364 14.162
N: 9.292 10.988 11.369
C: 9.339 9.682 10.665
C: 7.881 9.546 10.128
C: 7.442 10.975 9.742
C: 8.296 11.879 10.664
H: 12.470 11.973 14.218
H: 13.356 11.080 12.884
H: 13.414 10.060 15.506
H: 13.285 8.977 14.123
H: 11.079 10.305 15.805
H: 11.343 8.581 15.674
H: 9.577 9.816 14.027
H: 10.609 8.572 13.358
H: 10.029 14.640 12.312
H: 11.184 14.380 13.574
H: 8.775 15.722 14.151
H: 9.581 14.647 15.330
H: 7.541 13.821 13.303
H: 7.332 13.691 15.023
H: 8.204 11.496 13.775
H: 9.182 12.017 15.127
H: 9.623 8.826 11.309
H: 10.052 9.720 9.814
H: 7.213 9.173 10.920
H: 7.827 8.841 9.316
H: 6.400 11.159 9.929
H: 7.798 11.216 8.698
H: 7.629 12.352 11.421
H: 8.786 12.651 10.061

These are the Löwdin partial charges, in e, on atoms 1 to 5:
1 V -0.05
2 Se 0.40
3 P 0.58
4 Se 0.16
5 C -0.43